Molecular formula: C15H27O12Pd2
Method: DFT, ωB97M-V with the def2-TZVPD basis set

XYZ file:
```
56
Properties=species:S:1:pos:R:3:forces:R:3:mulliken_charge:R:1
Pd 31.729 32.125 -11.804 -0.36 -0.45 0.30 0.7766
Pd 32.107 33.740 -14.472 -0.32 -0.07 0.57 0.6991
C 35.536 34.296 -11.261 0.43 -1.23 -0.11 -0.9735
C 34.896 33.130 -12.153 -0.46 1.03 -0.11 -0.2731
O 33.546 33.203 -12.419 -0.50 0.80 0.34 -0.2639
H 35.579 34.056 -10.199 -0.50 -0.33 -0.04 0.3296
H 35.159 35.318 -11.314 -0.26 -0.30 -0.70 0.3348
H 36.591 34.252 -11.533 0.03 0.36 -0.28 0.3309
H 34.957 32.213 -11.567 0.41 -0.50 0.48 0.2326
H 35.311 32.901 -13.134 1.08 0.38 0.27 0.3530
C 29.966 30.020 -14.830 0.08 0.78 1.61 -1.0996
C 31.378 30.656 -15.019 -1.64 -1.16 -0.72 1.0228
O 31.701 31.442 -13.950 0.33 0.42 -1.28 0.0511
H 29.933 29.652 -13.804 0.03 -0.99 -0.22 0.3729
H 29.666 29.319 -15.609 0.32 -0.03 0.18 0.4660
H 29.244 30.829 -14.719 -0.07 0.23 -0.71 0.2055
H 31.412 30.994 -16.055 0.35 1.65 0.13 -0.3519
H 32.070 29.826 -15.158 0.59 -0.75 0.93 -0.3550
C 28.371 34.914 -11.939 0.26 -1.20 -0.24 -0.9277
C 29.668 34.966 -12.716 -0.03 -0.29 0.29 -0.2639
O 30.604 33.870 -12.761 -1.35 2.30 -0.57 -0.2902
H 27.827 34.199 -12.556 -0.75 -0.30 0.62 0.2215
H 27.826 35.855 -12.018 0.34 0.14 -0.08 0.3682
H 28.427 34.627 -10.889 0.06 -0.13 -0.16 0.3348
H 30.178 35.895 -12.458 1.28 0.21 0.59 0.4168
H 29.357 35.335 -13.693 0.50 -0.64 -1.03 0.2952
C 33.054 31.011 -18.633 1.03 0.34 -3.61 -0.1962
C 32.118 31.732 -19.637 1.34 2.42 -0.13 -0.4342
O 30.938 31.081 -19.429 -2.66 -0.71 0.74 -0.3174
C 31.289 29.820 -19.212 -4.25 -3.79 -0.07 0.6418
O 30.597 28.829 -19.310 -0.05 1.65 -0.23 -0.5733
O 32.476 29.691 -18.754 3.78 1.24 2.43 -0.1605
H 33.152 31.589 -17.714 -0.73 -0.89 0.71 0.1162
H 34.060 30.951 -19.050 0.05 -0.12 0.19 0.3962
H 32.170 31.673 -20.724 1.75 -0.10 -0.05 0.3243
H 32.034 32.793 -19.402 -0.19 0.02 0.10 0.2581
C 33.807 27.346 -15.112 -2.40 -0.06 -0.37 -0.2234
C 33.347 27.234 -16.566 -0.96 -0.80 1.39 -0.3149
O 34.504 27.674 -17.196 0.86 0.38 -0.53 -0.2894
C 35.561 27.272 -16.439 4.06 -1.31 -3.05 0.5869
O 36.703 27.204 -16.954 -4.55 0.43 3.26 -0.5370
O 35.095 26.814 -15.215 1.46 1.06 -0.68 -0.3162
H 33.158 26.782 -14.442 0.45 -0.25 0.10 0.3882
H 33.754 28.393 -14.814 0.66 0.31 0.33 0.0947
H 32.449 27.746 -16.912 0.27 0.37 0.13 0.3293
H 33.176 26.166 -16.697 0.09 -0.15 -0.62 0.2852
C 26.274 32.052 -17.360 -0.34 0.89 0.98 -0.4857
C 27.601 32.307 -16.621 -0.88 0.15 -1.56 -0.0945
O 27.174 32.265 -15.269 4.80 -1.51 0.81 -0.3174
C 25.941 32.544 -15.149 -4.79 1.61 -1.72 0.6067
O 25.325 32.887 -14.203 0.42 -0.14 1.74 -0.5132
O 25.318 32.554 -16.366 1.06 -0.67 -1.08 -0.3387
H 26.078 30.990 -17.507 0.08 0.08 -0.17 0.3037
H 26.201 32.632 -18.280 -0.22 -0.20 0.11 0.3291
H 28.021 33.298 -16.792 -0.16 0.13 -0.17 0.2092
H 28.323 31.576 -16.985 0.17 -0.32 0.97 0.2297
```
Positions in Å, forces in eV/Å.

The HOMO-LUMO gap (alpha / beta) comes out at 0.2399 / 0.1451 Eh. As for the spin multiplicity: 6. The calculation puts the electronic energy at -1745.3491 Eh. Its net charge is +2. As for the expectation value of S²: 8.773. The value obtained for the LUMO energy (alpha / beta) is -8.2382 / -10.8167 eV. Its max |F| is 0.111 Eh/bohr. Its HOMO energy (alpha / beta) is -14.77 / -14.76 eV.